# 1
{
  "formula": "C4H5AsFeO5S4",
  "method": "ωB97M-V/def2-TZVPD",
  "spin_multiplicity": 6,
  "homo_ev": [-3.88, -3.85],
  "s2": 8.773,
  "homo_lumo_gap_ev": [5.8, 5.0],
  "lumo_energy_ev": [1.879, 1.107],
  "total_charge": -1,
  "relative_energy_ev": 0.9780,
  "species": ["Fe", "O", "C", "O", "C", "O", "C", "C", "O", "O", "H", "H", "H", "H", "H", "S", "As", "S", "S", "S"],
  "xyz": [[0.561, 0.301, -1.026], [-3.081, 1.406, 0.519], [-1.750, 1.270, 0.545], [-1.039, 1.609, -0.391], [-1.203, 0.634, 1.803], [0.119, 0.193, 1.568], [0.307, -1.202, 1.804], [-0.355, -2.068, 0.667], [-0.842, -3.141, 0.962], [-0.309, -1.513, -0.467], [-3.359, 1.737, -0.350], [-1.867, -0.186, 2.098], [-1.173, 1.385, 2.605], [-0.083, -1.494, 2.785], [1.386, -1.366, 1.766], [3.572, 2.173, -3.829], [2.577, 0.492, -3.017], [0.374, 0.605, -3.255], [2.789, 0.372, -0.796], [3.377, -1.209, -3.988]],
  "forces_ev_per_a": [[-0.18, -1.10, 0.04], [0.67, -0.02, 0.28], [-0.06, 0.00, -0.64], [-0.52, -0.26, 0.46], [0.33, -0.21, 0.02], [-0.28, 0.42, -0.05], [-0.18, -0.69, -0.41], [0.37, 0.43, 1.54], [-0.04, -0.23, 0.03], [0.10, 1.39, -1.44], [0.21, 0.06, 0.02], [0.04, 0.11, -0.01], [-0.25, -0.03, -0.14], [0.04, 0.05, -0.12], [-0.07, 0.03, 0.06], [-0.59, 0.27, 0.61], [2.35, -0.07, -2.25], [-0.42, -0.08, 0.98], [-0.92, 0.10, 0.41], [-0.60, -0.14, 0.62]]
}

# 2
{
  "formula": "C56H112Cl20O27",
  "method": "ωB97M-V/def2-TZVPD",
  "homo_ev": -10.24,
  "homo_lumo_gap_ev": 10.3,
  "lumo_energy_ev": 0.091,
  "species": ["C", "C", "O", "C", "O", "O", "C", "H", "H", "H", "H", "H", "H", "H", "H", "C", "C", "O", "C", "O", "O", "C", "H", "H", "H", "H", "H", "H", "H", "H", "C", "C", "O", "C", "O", "O", "C", "H", "H", "H", "H", "H", "H", "H", "H", "C", "C", "O", "C", "O", "O", "C", "H", "H", "H", "H", "H", "H", "H", "H", "C", "C", "O", "C", "O", "O", "C", "H", "H", "H", "H", "H", "H", "H", "H", "C", "C", "O", "C", "O", "O", "C", "H", "H", "H", "H", "H", "H", "H", "H", "C", "C", "O", "C", "O", "O", "C", "H", "H", "H", "H", "H", "H", "H", "H", "C", "C", "O", "C", "O", "O", "C", "H", "H", "H", "H", "H", "H", "H", "H", "C", "C", "O", "C", "O", "O", "C", "H", "H", "H", "H", "H", "H", "H", "H", "Cl", "C", "C", "Cl", "H", "H", "H", "H", "Cl", "C", "C", "Cl", "H", "H", "H", "H", "Cl", "C", "C", "Cl", "H", "H", "H", "H", "Cl", "C", "C", "Cl", "H", "H", "H", "H", "Cl", "C", "C", "Cl", "H", "H", "H", "H", "Cl", "C", "C", "Cl", "H", "H", "H", "H", "Cl", "C", "C", "Cl", "H", "H", "H", "H", "Cl", "C", "C", "Cl", "H", "H", "H", "H", "Cl", "C", "C", "Cl", "H", "H", "H", "H", "Cl", "C", "C", "Cl", "H", "H", "H", "H"],
  "xyz": [[5.589, 2.544, 0.860], [4.316, 2.312, 1.693], [4.347, 3.009, 2.930], [4.708, 2.433, 4.101], [5.097, 1.264, 4.223], [4.641, 3.379, 5.073], [4.710, 3.019, 6.393], [6.489, 2.092, 1.277], [5.914, 3.584, 0.830], [5.442, 2.241, -0.176], [4.091, 1.251, 1.801], [3.413, 2.734, 1.253], [4.510, 3.827, 7.097], [5.700, 2.572, 6.483], [3.953, 2.272, 6.631], [7.212, -8.626, 1.337], [6.955, -7.465, 2.416], [5.921, -6.585, 1.974], [4.615, -6.757, 2.242], [4.142, -7.722, 2.881], [3.904, -5.817, 1.575], [2.511, -5.828, 1.761], [6.375, -9.322, 1.400], [8.063, -9.252, 1.605], [7.437, -8.271, 0.331], [7.830, -6.865, 2.664], [6.663, -7.981, 3.331], [2.057, -6.637, 1.190], [2.181, -4.831, 1.469], [2.301, -5.811, 2.831], [-5.314, -6.650, -5.110], [-3.858, -6.099, -5.100], [-3.871, -5.053, -4.209], [-2.732, -4.482, -3.818], [-1.628, -4.786, -4.198], [-2.934, -3.514, -2.892], [-4.164, -2.906, -2.694], [-5.500, -7.382, -5.896], [-6.100, -5.895, -5.139], [-5.368, -7.150, -4.143], [-3.512, -5.684, -6.047], [-3.211, -6.865, -4.673], [-3.944, -1.950, -2.218], [-4.747, -3.525, -2.012], [-4.756, -2.695, -3.585], [-2.378, -1.244, -6.173], [-3.775, -0.700, -6.271], [-4.317, -0.399, -5.058], [-5.513, 0.152, -4.985], [-6.103, 0.519, -5.950], [-5.856, 0.311, -3.743], [-7.093, 0.892, -3.452], [-1.915, -1.380, -7.150], [-2.422, -2.244, -5.743], [-1.665, -0.566, -5.705], [-4.336, -1.412, -6.877], [-3.782, 0.268, -6.771], [-7.222, 0.960, -2.372], [-7.859, 0.225, -3.848], [-7.194, 1.893, -3.872], [2.637, 5.979, 2.765], [1.741, 4.900, 3.207], [1.729, 4.915, 4.639], [0.982, 4.110, 5.369], [0.103, 3.327, 5.006], [1.203, 4.501, 6.639], [0.268, 4.199, 7.662], [3.649, 5.904, 3.161], [2.298, 6.974, 3.054], [2.632, 6.015, 1.675], [1.988, 3.957, 2.720], [0.717, 5.170, 2.951], [-0.688, 4.581, 7.304], [0.558, 4.873, 8.468], [0.319, 3.157, 7.977], [8.003, 2.938, -7.164], [7.201, 1.641, -6.980], [6.450, 1.602, -5.811], [5.223, 2.075, -5.857], [4.695, 2.662, -6.759], [4.747, 1.953, -4.618], [3.529, 2.547, -4.220], [8.715, 2.985, -7.988], [8.682, 3.179, -6.346], [7.330, 3.786, -7.288], [7.861, 0.774, -6.939], [6.583, 1.489, -7.864], [2.621, 2.093, -4.617], [3.688, 3.623, -4.292], [3.447, 2.517, -3.133], [-3.427, 2.810, -1.235], [-4.700, 3.688, -1.446], [-5.161, 3.664, -2.822], [-4.455, 4.330, -3.698], [-3.520, 5.098, -3.506], [-4.986, 4.056, -4.925], [-4.524, 4.538, -6.209], [-2.518, 3.209, -1.685], [-3.787, 1.916, -1.743], [-3.281, 2.645, -0.167], [-4.581, 4.703, -1.066], [-5.419, 3.115, -0.861], [-3.894, 5.424, -6.126], [-5.281, 4.550, -6.993], [-3.865, 3.714, -6.482], [2.700, -0.986, 3.285], [3.718, -1.950, 2.701], [4.621, -1.432, 1.720], [4.082, -1.136, 0.433], [2.892, -1.326, 0.078], [5.086, -0.777, -0.310], [4.952, -0.495, -1.715], [1.829, -1.453, 3.745], [2.338, -0.428, 2.421], [3.096, -0.360, 4.085], [3.194, -2.827, 2.321], [4.370, -2.331, 3.487], [5.912, -0.411, -2.224], [4.398, 0.442, -1.779], [4.453, -1.331, -2.205], [-3.339, -1.492, 8.447], [-3.504, -0.747, 7.105], [-2.291, -0.500, 6.365], [-1.810, -1.463, 5.546], [-2.269, -2.576, 5.459], [-0.709, -1.005, 4.871], [-0.145, 0.277, 5.092], [-4.310, -1.737, 8.877], [-2.918, -0.699, 9.064], [-2.586, -2.278, 8.510], [-4.010, 0.191, 7.334], [-4.252, -1.319, 6.555], [0.064, 0.519, 6.135], [-0.814, 1.063, 4.742], [0.772, 0.367, 4.509], [-4.163, -4.342, 0.662], [-2.472, -3.847, 0.612], [-1.909, -3.890, 2.039], [-0.174, -3.431, 2.040], [-2.447, -2.779, 0.396], [-1.850, -4.318, -0.150], [-1.930, -4.910, 2.422], [-2.489, -3.296, 2.745], [0.370, -6.498, -0.916], [1.180, -5.144, -1.676], [2.467, -5.623, -2.436], [3.240, -4.107, -2.938], [1.461, -4.422, -0.909], [0.511, -4.775, -2.454], [2.199, -6.249, -3.287], [3.116, -6.161, -1.745], [2.038, -5.130, 5.326], [0.533, -4.219, 5.685], [0.443, -4.103, 7.197], [-0.035, -5.617, 8.153], [-0.226, -4.934, 5.369], [0.442, -3.265, 5.165], [-0.305, -3.392, 7.548], [1.442, -3.871, 7.564], [-2.404, 5.158, 1.406], [-2.282, 5.962, 3.035], [-1.824, 7.470, 3.001], [-0.252, 7.657, 2.207], [-1.603, 5.290, 3.562], [-3.243, 5.920, 3.546], [-1.703, 7.800, 4.033], [-2.540, 8.131, 2.512], [0.888, 4.750, -5.685], [-0.814, 4.494, -5.297], [-1.199, 2.941, -5.266], [-0.518, 2.097, -3.742], [-1.353, 5.068, -6.051], [-1.185, 4.984, -4.398], [-0.909, 2.439, -6.189], [-2.287, 2.896, -5.218], [-4.661, -0.565, -0.148], [-6.114, 0.271, 0.483], [-6.628, -0.513, 1.697], [-8.088, 0.338, 2.283], [-6.885, 0.393, -0.278], [-5.755, 1.267, 0.743], [-5.895, -0.652, 2.491], [-6.907, -1.530, 1.421], [-0.906, -1.471, -1.595], [-0.212, -0.617, -0.161], [-0.873, 0.756, 0.025], [-0.054, 1.489, 1.477], [0.854, -0.547, -0.377], [-0.297, -1.167, 0.776], [-1.943, 0.711, 0.226], [-0.783, 1.525, -0.742], [1.414, -1.236, -4.882], [0.729, -2.838, -5.137], [1.656, -3.763, -5.943], [1.617, -3.514, -7.676], [-0.190, -2.731, -5.713], [0.439, -3.305, -4.196], [1.554, -4.839, -5.798], [2.686, -3.552, -5.653], [-3.391, 0.460, 2.783], [-3.510, 2.199, 3.333], [-4.091, 2.180, 4.796], [-4.442, 3.848, 5.210], [-4.197, 2.674, 2.633], [-2.484, 2.530, 3.175], [-3.389, 1.830, 5.554], [-5.051, 1.672, 4.877], [-1.019, 5.716, -1.577], [0.587, 5.377, -0.873], [1.504, 5.310, -2.044], [3.205, 4.935, -1.384], [0.453, 4.435, -0.342], [0.871, 6.136, -0.144], [1.587, 6.312, -2.466], [1.336, 4.659, -2.902]],
  "forces_ev_per_a": [[0.03, 0.46, 0.35], [0.19, -0.23, -0.68], [0.29, 0.36, 2.02], [1.12, -1.83, -0.39], [-1.12, 2.71, 0.14], [-1.11, 0.87, -3.11], [0.54, -1.85, 1.33], [-0.32, -0.73, 0.05], [-0.66, 0.37, 0.00], [0.01, -0.24, 0.10], [0.35, -0.06, 0.43], [0.24, 0.12, -0.57], [0.38, 0.43, -0.65], [-0.02, -0.04, 0.99], [0.03, -0.32, -0.05], [0.06, 0.89, 1.32], [-0.14, -2.14, -0.68], [-0.50, 1.04, -0.25], [-0.77, -2.99, 0.53], [1.14, 2.92, -1.46], [2.13, -0.61, 0.55], [-0.48, 0.66, 0.78], [-0.25, 0.31, -0.46], [0.24, 0.27, 0.39], [-0.46, 0.18, 0.07], [-0.13, 0.12, -0.47], [-0.24, 0.16, 0.06], [-0.15, 0.18, 0.32], [-0.09, -0.24, -0.65], [-0.25, -0.76, -0.11], [0.97, -0.10, 0.40], [-0.96, -1.15, -1.11], [-0.39, 2.30, 2.02], [0.04, 0.32, 0.48], [-0.43, 0.03, 0.19], [1.88, -1.12, -1.49], [-1.47, 0.51, 0.76], [0.21, 0.05, 0.01], [0.31, 0.21, -0.14], [-0.51, -0.16, -0.04], [0.13, -0.59, -0.25], [0.28, -0.14, -0.65], [-0.04, -0.16, -0.07], [-0.22, 0.14, 0.00], [0.32, -0.22, -0.24], [0.47, -0.09, 0.00], [0.90, 0.92, -2.77], [0.08, -1.24, 3.54], [0.82, 0.46, -1.14], [-1.43, 0.40, -1.08], [1.05, -0.41, 1.82], [-1.25, 0.18, -0.24], [-0.50, -0.03, -0.39], [0.36, 0.13, 0.46], [-0.20, -0.19, 0.71], [-0.61, 0.10, 0.23], [0.19, -0.16, -0.86], [0.37, -0.14, -0.10], [-0.29, 0.27, -0.02], [0.09, -0.09, -0.14], [0.82, 1.35, -0.36], [-1.59, -0.05, -0.06], [0.94, -0.81, 0.34], [-2.03, 0.42, 0.01], [1.65, 0.91, 0.38], [0.90, -0.44, -0.46], [-0.02, 0.81, -0.26], [0.06, -0.40, -0.25], [-0.28, -0.11, 0.29], [0.35, -0.23, -0.11], [0.06, -0.27, 0.66], [-0.10, -0.26, -0.48], [-0.40, -0.75, 0.23], [0.08, -0.34, 0.17], [-0.36, 0.08, -0.15], [0.11, 0.52, 0.44], [1.52, 0.04, -1.89], [0.19, -0.56, 0.63], [-0.64, 1.62, 0.95], [-0.20, -0.33, -0.47], [0.13, -1.34, 0.64], [0.15, 1.12, 0.77], [-0.45, -0.65, -0.51], [-0.36, -0.25, 0.56], [-0.08, -0.02, 0.03], [0.10, 0.07, 0.17], [-0.28, 0.09, 0.12], [0.24, 0.36, -0.54], [-0.82, 0.18, -1.00], [0.33, -0.91, 0.14], [-1.21, 0.73, -0.95], [1.36, -0.58, 0.75], [-0.10, -0.40, 1.03], [1.23, 1.84, -2.18], [-1.16, -1.20, -0.04], [-1.14, 0.05, 0.67], [1.80, -1.22, 0.94], [-0.14, -0.01, -0.03], [0.84, -0.59, 0.20], [-0.04, -0.10, -0.02], [-0.20, 0.04, -0.28], [-0.65, 0.59, -0.35], [-0.48, 0.23, 0.04], [-0.46, 0.38, 0.79], [0.29, 0.19, -0.61], [0.08, 0.39, -0.35], [-0.31, -1.00, 0.86], [-1.34, 1.15, -2.44], [-2.45, -2.14, 1.18], [3.50, 0.81, 1.22], [1.39, 0.28, -0.06], [-0.94, -0.18, 0.01], [0.05, -0.61, -0.31], [-0.28, 0.51, 0.31], [0.35, 0.31, -0.43], [0.03, 0.03, -0.40], [0.16, 0.10, -0.10], [0.23, 0.17, 0.81], [-0.08, -0.17, -0.47], [-0.43, 0.22, 0.09], [1.15, 1.83, 0.11], [-1.06, -1.68, 0.33], [-0.35, 0.20, 0.14], [0.37, 0.65, 0.27], [0.67, 0.86, -0.40], [-1.00, -1.70, 0.54], [-0.36, 1.31, 0.01], [0.13, -0.31, -0.23], [0.02, -0.15, 0.67], [-0.50, -0.36, -0.51], [0.61, 0.34, -0.27], [0.46, -0.01, -0.82], [0.00, -0.45, 0.11], [-0.08, -0.12, -0.09], [-0.17, -0.38, 0.03], [-0.15, -0.36, -0.19], [0.86, 1.77, 0.99], [-0.07, -1.45, -0.15], [-0.28, 0.17, 0.07], [-0.31, -0.02, -0.54], [-0.36, -0.51, 0.23], [0.03, -0.01, -0.03], [0.28, 0.34, -0.22], [-0.46, -0.64, 0.26], [1.19, -0.32, -1.26], [-1.21, 0.26, 1.32], [0.40, -0.04, -0.30], [-0.26, 0.08, -0.22], [-0.13, 0.43, 0.45], [0.16, 0.20, -0.01], [0.12, 0.09, -0.20], [0.24, 0.44, -0.26], [-0.65, -1.69, 0.83], [0.11, -0.03, 0.77], [0.31, 0.62, -0.99], [-0.27, 0.54, -0.30], [0.30, -0.16, 0.05], [0.20, 0.15, -0.34], [-0.27, 0.23, 0.24], [-0.19, 0.62, 0.63], [0.23, 0.76, -0.25], [-0.33, -1.54, 0.08], [0.05, 0.17, -0.13], [0.19, 0.46, 0.19], [-0.07, -0.09, -0.31], [-0.02, -0.08, -0.02], [0.02, -0.30, -0.10], [0.28, 0.01, 0.36], [-1.09, -1.38, 0.01], [0.20, 1.85, 0.49], [-0.51, 0.74, -1.56], [-0.18, -0.68, -0.46], [0.78, -0.24, 0.45], [0.50, -0.18, 0.41], [0.08, -0.17, 0.42], [-0.33, -0.08, -0.32], [0.45, -0.11, 0.73], [0.00, -0.14, -0.59], [0.12, -0.09, 0.22], [0.18, -0.38, -0.02], [-0.19, -0.05, 0.29], [-0.06, 0.61, -0.05], [-0.24, 0.17, -0.26], [-0.08, 0.11, 0.60], [0.19, 0.95, -0.50], [0.16, 0.10, 0.30], [-0.29, 0.03, -0.10], [-0.16, 0.22, 0.06], [-0.38, -0.31, -0.38], [0.11, -0.36, 0.31], [0.48, -0.52, -0.35], [0.16, 0.21, 0.07], [-0.56, -1.37, -0.90], [1.09, 0.27, 1.07], [-0.30, 0.32, -0.87], [0.03, 0.19, 0.16], [0.31, 0.26, 0.05], [-0.67, 0.19, 0.32], [-0.07, 0.03, 0.05], [-0.05, 0.23, 0.25], [-0.47, -1.51, 0.72], [0.74, 0.16, -1.25], [-0.19, 1.13, 0.38], [0.10, 0.13, 0.25], [-0.23, 0.49, 0.56], [0.04, -0.27, -0.40], [0.31, -0.30, -0.32], [-0.26, 0.33, -0.04], [-0.81, -0.90, 0.10], [1.92, 0.81, -0.06], [-0.77, 0.07, -0.36], [0.29, -0.06, -0.07], [-0.10, 0.11, -0.29], [0.13, -0.01, 0.02], [-0.39, -0.43, 0.63]]
}

The following max |F| values (in eV Å⁻¹) correspond, in order, to the records above: 3.25; 3.80.
The following energy values (in eV) correspond, in order, to the records above: -153037.2191; -365620.4645.